a:
{
  "formula": "C3H4N2O",
  "method": "ωB97M-V/def2-TZVPD",
  "gap_ev": 8.839,
  "spin_multiplicity": 1,
  "total_charge": 0,
  "symbols": ["H", "H", "C", "C", "H", "C", "H", "O", "N", "N"],
  "xyz": [[-2.24507, -1.35158, 0.38141], [2.50011, 0.84072, -0.33797], [-1.33063, 0.57865, 0.10963], [-1.34414, -0.75024, 0.30662], [-2.10956, 1.22322, -0.23546], [0.66302, 0.21443, 0.09967], [2.19469, -0.82057, -0.60669], [-0.10173, -1.25549, 0.44199], [1.83188, 0.11533, -0.57738], [-0.06675, 1.19907, 0.34811]]
}

=====

b:
{
  "formula": "C3H4N2O",
  "method": "ωB97M-V/def2-TZVPD",
  "gap_ev": 9.167,
  "spin_multiplicity": 1,
  "total_charge": 0,
  "symbols": ["O", "H", "H", "N", "H", "C", "H", "N", "C", "C"],
  "xyz": [[2.15835, 0.65636, -0.82844], [-1.05133, -1.41644, -0.34941], [1.05946, -1.38356, 1.44771], [1.47208, -0.82613, 0.84187], [-0.09491, 1.99272, -1.08250], [1.81610, 0.00189, 0.05485], [-2.59962, -0.49825, 0.31131], [-0.96825, 0.55541, -0.18812], [-0.23522, 1.51089, -0.14953], [-1.55666, -0.59290, -0.05774]]
}

=====

c:
{
  "formula": "C3H4N2O",
  "method": "ωB97M-V/def2-TZVPD",
  "smiles": "O=C1CC=NN1",
  "gap_ev": 10.428,
  "spin_multiplicity": 1,
  "total_charge": 0,
  "symbols": ["C", "H", "O", "H", "N", "C", "C", "H", "N", "H"],
  "xyz": [[-0.73429, -0.02526, -0.38239], [2.49636, -0.83314, 0.34000], [-1.60685, 0.12673, -1.11491], [-0.11181, -2.12077, 0.18469], [-0.31508, 0.80350, 0.61651], [1.46114, -0.39893, 0.41706], [0.18398, -1.18841, -0.34281], [-0.36980, 1.84369, 0.80628], [1.04881, 0.76193, 0.92336], [0.23903, -1.18599, -1.34193]]
}

=====

d:
{
  "formula": "C3H4N2O",
  "method": "ωB97M-V/def2-TZVPD",
  "smiles": "On1ccnc1",
  "gap_ev": 9.816,
  "spin_multiplicity": 1,
  "total_charge": 0,
  "symbols": ["H", "H", "N", "C", "O", "N", "C", "C", "H", "H"],
  "xyz": [[-0.61472, -0.85766, 2.29755], [-1.51583, 1.31151, -1.08525], [-1.37927, 0.36000, 0.65825], [-0.90763, 0.61339, -0.50666], [1.02749, 0.18762, -1.77970], [0.25999, 0.00110, -0.73629], [0.62184, -0.73772, 0.68205], [-0.48117, -0.39923, 1.35536], [1.62713, 0.98779, -1.81843], [1.36216, -1.46679, 0.93313]]
}

=====

So which one wins? Going from most stable to least: a, c, d, b.

=====

a:
{
  "formula": "C5H7Cl",
  "method": "ωB97M-V/def2-TZVPD",
  "smiles": "C=C(Cl)C1CC1",
  "gap_ev": 10.463,
  "spin_multiplicity": 1,
  "total_charge": 0,
  "symbols": ["H", "C", "H", "H", "Cl", "C", "C", "H", "H", "H", "C", "C", "H"],
  "xyz": [[2.08406, -1.90197, 0.17983], [1.64116, -0.96259, 0.51641], [-1.43920, 2.12468, 0.51168], [2.24321, 1.23671, 0.46333], [-1.80574, -0.58413, -0.01609], [-0.54224, 1.72342, 0.15726], [0.85994, -0.22895, -0.49330], [2.93635, 0.21561, -0.88979], [0.30382, 2.36001, 0.11642], [1.25340, -0.94738, 1.50778], [2.19808, 0.30560, -0.11674], [-0.41046, 0.41836, -0.09344], [0.83704, -0.69249, -1.43693]]
}

=====

b:
{
  "formula": "C5H7Cl",
  "method": "ωB97M-V/def2-TZVPD",
  "smiles": "C=C/C=C(/C)Cl",
  "gap_ev": 10.021,
  "spin_multiplicity": 1,
  "total_charge": 0,
  "symbols": ["C", "H", "H", "H", "C", "C", "H", "C", "C", "H", "H", "H", "Cl"],
  "xyz": [[-0.10964, 1.62840, 0.52152], [0.27760, -2.73928, -0.76872], [-0.91595, -2.57304, 0.55228], [-0.98290, 2.24778, 0.65101], [-0.60936, -2.19520, -0.43737], [-0.20456, -0.67682, -0.42982], [-0.68481, -0.19055, 1.52182], [-0.32338, 0.19908, 0.57451], [1.10415, 2.13842, 0.33393], [-1.42962, -2.38109, -1.18785], [1.27320, 3.20159, 0.43066], [1.98222, 1.48738, 0.16109], [0.62306, -0.14669, -1.92306]]
}

=====

c:
{
  "formula": "C5H7Cl",
  "method": "ωB97M-V/def2-TZVPD",
  "smiles": "C[C@@H]1C=C[C@@H]1Cl",
  "gap_ev": 10.262,
  "spin_multiplicity": 1,
  "total_charge": 0,
  "symbols": ["C", "H", "H", "C", "H", "C", "C", "H", "H", "C", "H", "Cl", "H"],
  "xyz": [[-0.17735, 1.50150, 0.37142], [-2.22430, -0.92927, 0.44306], [-0.42267, 0.51422, -1.62981], [-1.19014, -0.84351, 0.07243], [0.36285, 2.36770, -0.11761], [-0.15789, -1.65341, 0.35434], [-0.29404, 0.20886, -0.54122], [1.12801, -1.15691, -1.28556], [-1.07587, 2.05072, 0.48575], [0.86881, -0.78046, -0.29936], [0.17118, -2.52825, 0.88034], [2.63255, 0.18890, 0.08569], [0.37887, 1.05992, 1.18053]]
}

=====

So which one wins? Going from most stable to least: b, a, c.